Molecular formula: CH5OS
Method: DFT, the ωB97M-V functional and the def2-TZVPD basis

Geometry as XYZ:
```
8
CH5OS the ωB97M-V functional and the def2-TZVPD basis
O -1.96364 -0.94966 1.26767
H -2.59950 -0.27151 1.39485
C 0.37020 -0.31168 -1.27417
S 0.98586 0.73275 0.05843
H -0.32629 -1.12243 -1.04189
H -0.16954 0.31773 -2.00971
H 1.17117 -0.76204 -1.87648
H -1.36083 -0.59030 0.57142
```

As for the orbital gap: 6.47 eV. The calculated total energy is -14001.4368 eV. Its energy above the lowest of the compared OMol25 structures with the same formula, charge and spin is 8.5 kcal/mol. The LUMO energy is 4.2648 eV. As for the net charge: -1.

Molecular formula: C6H8F18HfO22S6
Method: DFT, the ωB97M-V functional and the def2-TZVPD basis

Geometry as XYZ:
```
61
C6H8F18HfO22S6 the ωB97M-V functional and the def2-TZVPD basis
Hf 0.08972 0.14009 0.16054
C -4.91978 0.65210 -0.50597
F -4.65329 0.17373 -1.76282
F -5.96519 1.44465 -0.67650
F -5.25276 -0.41065 0.22335
S -3.41615 1.60281 0.11061
O -2.21160 0.76747 0.00626
O -3.40477 2.81859 -0.65362
O -3.76223 1.71664 1.54255
C 1.59349 -4.33009 -0.63922
F 0.41982 -4.19539 -1.28150
F 1.38474 -4.60466 0.62791
F 2.29427 -5.29747 -1.22430
S 2.50339 -2.62788 -0.79411
O 2.66765 -2.49050 -2.21755
O 1.53961 -1.59400 -0.28313
O 3.71151 -2.71392 -0.01217
C -1.75827 -2.30208 -3.86059
F -1.08331 -3.38165 -3.51377
F -2.02901 -2.33552 -5.14700
F -2.87424 -2.28681 -3.08497
S -0.50911 -0.86432 -3.47463
O 0.78712 -1.16140 -4.04348
O -1.05536 0.35745 -4.05810
O -0.38417 -0.86677 -1.98776
C -0.16904 -2.37434 4.69889
F -0.18364 -3.46194 5.47330
F -1.42700 -1.86807 4.72727
F 0.69783 -1.48273 5.17648
S 0.41153 -2.90873 2.95575
O -0.55789 -3.91135 2.52917
O 0.36861 -1.68522 2.17963
O 1.71310 -3.46638 3.21924
C 3.06730 2.83649 -2.04427
F 1.86202 3.03201 -2.59955
F 3.99909 3.29539 -2.90606
F 3.10043 3.47578 -0.90650
S 3.20816 0.98446 -1.81795
O 3.08654 0.41369 -3.13414
O 4.50488 0.72861 -1.22823
O 2.05490 0.73482 -0.92015
C 1.51757 4.58660 1.61780
F 1.41803 5.51845 2.55587
F 1.88239 5.18937 0.47588
F 2.48046 3.74399 1.97851
S -0.12071 3.72032 1.24006
O -0.70009 3.40818 2.54016
O -0.89464 4.50134 0.33494
O 0.21869 2.40624 0.60216
O -0.46609 1.67937 -1.67017
H -0.30297 2.60257 -1.88022
H -0.86316 1.30438 -2.47563
O -1.46962 -1.57315 0.39464
H -2.30185 -1.42323 0.85339
H -1.42914 -2.52678 0.24971
O -1.09582 0.56235 2.26228
H -2.04529 0.77208 2.28350
H -0.76087 0.84849 3.11564
O 1.58445 0.56897 1.95193
H 1.35718 0.89526 2.82594
H 2.54259 0.66222 1.89071
```

As for the orbital gap: 8.79 eV. The calculated total energy is -166638.7645 eV. Its energy above the lowest of the compared OMol25 structures with the same formula, charge and spin is 13.7 kcal/mol. The LUMO energy is 3.8644 eV. As for the net charge: -2.

Molecular formula: C26H23BF3NO2S
Method: DFT, the ωB97M-V functional and the def2-TZVPD basis

Geometry as XYZ:
```
57
C26H23BF3NO2S the ωB97M-V functional and the def2-TZVPD basis
C 0.71370 -0.87803 -2.42385
N -0.12376 -0.05815 -1.55971
C -1.43058 0.10088 -1.95453
C -1.86349 -0.49890 -3.17544
C -3.17840 -0.37959 -3.60707
C -4.12334 0.29674 -2.81670
C -3.74997 0.75884 -1.54897
C -2.41893 0.69996 -1.14048
C 0.35048 -0.00370 0.07033
H 0.37094 -1.92444 -2.51527
H 0.80350 -0.50164 -3.48258
H 1.71980 -0.90627 -1.99162
H -1.17634 -1.09650 -3.78433
H -3.44121 -0.84686 -4.56307
H -5.14332 0.46015 -3.18390
H -4.51117 1.16165 -0.88295
H -2.13243 1.09178 -0.17106
H -0.09238 0.93194 0.34006
H 1.43862 0.02173 -0.24782
C 3.14665 -1.57816 3.82090
C 2.00649 -0.97797 3.12147
C 0.68891 -0.76683 3.54983
C -0.16750 -0.24593 2.55540
C 0.22615 -0.88485 1.18508
B 2.42682 2.21477 2.16191
C -0.34160 -1.93222 0.39825
C 0.53959 -2.87073 -0.12709
C -0.07294 -3.96332 -0.70140
C -1.45685 -4.02889 -0.76247
C -2.15070 -4.92238 -1.72460
F -3.34820 -5.39812 -1.25011
F -2.46061 -4.21719 -2.86690
F -1.39601 -5.96974 -2.13624
C -2.24731 -3.15007 -0.07184
C -1.73042 -1.99140 0.44062
O 1.28508 3.10901 2.40328
C 1.45198 4.14935 1.50927
C 2.58421 3.85873 0.75825
C 3.27770 4.79148 0.03876
C 2.90918 6.12370 0.18522
C 1.72900 6.42623 0.85691
C 0.93678 5.42280 1.42574
O 3.01849 2.57989 0.97269
S 2.12123 -0.37427 1.60468
H 2.76681 -2.08693 4.71557
H 3.64126 -2.34591 3.22774
H 3.88120 -0.83051 4.15199
H 0.40193 -0.93489 4.58991
H -1.24674 0.06541 2.70871
H 1.62115 -2.80845 0.00030
H 0.54378 -4.77811 -1.01728
H -3.27953 -3.32893 0.15023
H -2.31446 -1.19714 0.94194
H 4.10270 4.43700 -0.56496
H 3.53660 6.88115 -0.26462
H 1.42709 7.45980 0.90557
H -0.06961 5.63404 1.74626
```

As for the orbital gap: 4.92 eV. The calculated total energy is -52576.4317 eV. Its energy above the lowest of the compared OMol25 structures with the same formula, charge and spin is 123.3 kcal/mol. The LUMO energy is -1.9286 eV. As for the net charge: 0.